ORCA calculation (wB97M-V/def2-TZVPD) on a molecular structure, C4H8N2O.

Each line ends with the natural charge from an NBO analysis.
CARTESIAN COORDINATES (ANGSTROEM)
1 C -2.01 -0.50 -0.10  -0.661
2 C -0.74 0.27 -0.04  0.120
3 N -0.60 1.62 0.49  -0.607
4 C 0.87 1.30 0.64  -0.245
5 C 0.57 0.01 -0.07  0.070
6 N 1.28 -0.97 -0.76  -0.330
7 O 2.16 -1.73 0.05  -0.579
8 H -2.67 -0.25 -0.94  0.219
9 H -2.56 -0.26 0.82  0.236
10 H -1.83 -1.58 -0.11  0.221
11 H 0.57 -1.61 -1.14  0.344
12 H -0.67 2.26 -0.30  0.347
13 H 1.05 1.18 1.71  0.207
14 H 1.59 2.03 0.24  0.189
15 H 2.96 -1.77 -0.49  0.469

Relative energy (zero: lowest compared OMol25 entry of this formula, charge and spin): 4.596 eV
Net charge: 0
Lowest unoccupied orbital energy: 0.90 eV
Orbital gap: 8.73 eV
HOMO energy: -0.288 hartree
Energy: -9301.797 eV
Spin multiplicity: 1